1.
# C6H12N2

2 unconnected molecules or ions with the total composition C6H12N2 (ωB97M-V with the def2-TZVPD basis set, OMol25).

```
20
Properties=species:S:1:pos:R:3:forces:R:3:lowdin_charge:R:1
H 1.294098 0.382620 -2.230892 0.340 0.921 1.063 0.09
C 1.661420 1.374341 -0.096539 -1.114 2.384 1.134 -0.07
H -2.208534 -2.232592 0.743346 -0.110 1.395 -1.236 0.10
H -3.271890 -1.092059 -0.256968 -0.969 -0.690 -0.056 0.04
H -2.030727 -2.121748 -1.118064 -0.268 1.116 1.653 0.09
H -1.037687 1.413893 0.176551 -1.104 0.286 1.055 0.16
H -2.946632 2.023829 1.375020 -0.425 2.121 0.817 0.02
C 3.612957 -0.553886 0.097307 -2.997 1.194 1.157 -0.02
N -1.802714 0.766186 0.450023 0.086 -2.451 -1.015 -0.12
H 1.368353 2.258477 0.508454 0.284 -0.713 -0.683 0.10
H 0.545653 -0.405757 -0.844001 -0.616 -0.084 0.355 0.02
N -1.431258 -0.328569 -0.133010 0.956 -1.067 -0.441 -0.13
C 2.470840 0.406479 -0.204134 0.848 -2.207 -0.862 -0.23
C 1.225839 0.368077 -1.105396 1.204 -1.013 -1.217 -0.15
C -2.884605 1.022237 1.159140 1.442 0.501 -0.718 0.00
H 3.271237 -1.530302 -0.216915 0.354 -0.248 -0.064 0.08
H 4.401917 -0.168574 -0.449782 2.011 0.181 -1.019 0.05
H 3.797589 -0.517160 1.170435 0.343 -0.183 -0.073 0.08
H -3.757816 0.443128 1.141695 -0.538 -1.157 0.069 0.03
C -2.278042 -1.508621 -0.166269 0.273 -0.287 0.082 -0.14
```
Positions in Å, forces in eV/Å.

Its spin multiplicity is 1. Its charge is 0. For the HOMO energy, the calculation gives -7.59 eV. The maximum force is 3.427 eV/A.

2.
# C6H12N2

A single C6H12N2 molecule (ωB97M-V with the def2-TZVPD basis set, OMol25).

```
20
Properties=species:S:1:pos:R:3:forces:R:3:lowdin_charge:R:1
H -2.623486 -1.893174 0.481272 -0.074 -0.028 0.045 0.07
H -1.016583 -2.422611 1.015678 0.018 -0.081 0.038 0.08
H -2.782990 0.428226 0.247416 -0.095 -0.172 0.063 0.10
N 1.297578 0.380762 1.242063 -0.098 0.114 0.150 0.15
H 2.081474 0.932871 1.542072 -0.033 -0.028 -0.040 0.09
C -1.011140 -0.607006 -0.113904 -0.297 -0.117 0.326 -0.39
H 3.048942 0.727395 -0.848966 0.085 0.075 -0.005 0.08
C -1.744622 0.505933 -0.043540 0.054 0.237 0.050 -0.14
H 0.402034 0.607205 1.642029 -0.022 0.042 0.015 0.09
H -1.234931 2.517542 0.508536 0.037 0.091 -0.019 0.07
H 3.340423 -0.804252 -0.017866 0.104 -0.016 0.046 0.08
H -0.277632 1.855245 -0.828853 0.056 0.080 -0.026 0.06
H -1.479839 -2.607966 -0.671616 0.013 -0.083 -0.045 0.08
C -1.269131 1.884991 -0.382082 0.007 -0.166 -0.004 -0.11
C 1.302355 -0.172888 -0.012008 0.262 -0.074 0.210 -0.48
H -1.951656 2.355244 -1.089796 -0.003 0.100 -0.032 0.07
H 2.555078 -0.795225 -1.608882 -0.028 -0.001 -0.008 0.08
C -1.576389 -1.964055 0.200395 0.015 0.175 -0.003 -0.05
C 2.648579 -0.268787 -0.665136 -0.031 0.024 0.004 -0.03
N 0.291936 -0.659450 -0.596812 0.031 -0.172 -0.763 0.11
```
Positions in Å, forces in eV/Å.

Its structure (SMILES) is C/C=C(C)\N=C(\C)N. Its spin multiplicity is 1. Its charge is 0. For the HOMO energy, the calculation gives -8.04 eV. The maximum force is 0.783 eV/A.

3.
# C6H12N2

A single C6H12N2 molecule (ωB97M-V with the def2-TZVPD basis set, OMol25).

```
20
Properties=species:S:1:pos:R:3:forces:R:3:lowdin_charge:R:1
H -1.925706 1.718469 -0.209273 -0.144 -1.663 -0.359 0.10
H 0.406802 -2.813534 0.138299 -0.509 -1.080 -0.429 0.11
N 0.804063 -0.885609 0.488344 -0.168 0.467 -1.002 -0.18
H 0.045616 -0.419303 2.288407 -1.708 1.333 0.813 0.07
H 1.735185 -0.367431 2.308602 1.412 1.445 -0.186 0.07
C -0.625130 0.243107 -1.060307 -0.207 -3.373 2.606 -0.36
C -0.660572 -1.323577 -1.194616 0.461 0.343 -0.532 -0.04
H 2.037783 1.087897 -1.245621 -0.184 -0.688 0.919 0.09
H -2.593087 0.784226 -1.509798 -1.004 -0.788 -0.005 0.06
C 1.555894 1.214092 -0.246466 -3.584 2.717 -1.262 -0.07
H -1.171721 -1.758855 -2.080371 0.458 -0.004 1.132 0.11
H -2.281254 -0.054110 0.239323 -0.371 1.030 -1.560 0.11
H -0.437672 0.662175 -1.994667 1.279 1.177 -1.390 0.11
H 2.175247 1.318444 0.603206 0.961 -0.349 0.631 0.05
H 1.013345 2.221546 -0.312903 1.348 -0.595 -0.186 0.10
C 0.086300 -1.863450 -0.216377 0.301 1.692 -0.198 -0.09
C -1.995038 0.634065 -0.626126 0.158 2.439 2.188 -0.09
C 0.902890 -0.850031 1.890295 -0.243 -0.588 1.009 -0.10
N 0.320758 0.451496 0.109508 1.689 -1.038 -1.978 -0.12
H 0.959457 -1.712607 2.481387 0.054 -2.478 -0.214 0.07
```
Positions in Å, forces in eV/Å.

Its structure (SMILES) is C[C@@H]1C=CN(C)N1C. Its spin multiplicity is 1. Its charge is 0. For the HOMO energy, the calculation gives -7.51 eV. The maximum force is 4.672 eV/A.

4.
# C6H12N2

A single C6H12N2 molecule (ωB97M-V with the def2-TZVPD basis set, OMol25).

```
20
Properties=species:S:1:pos:R:3:forces:R:3:lowdin_charge:R:1
C 0.428478 -1.138317 -1.068981 -0.797 1.128 1.754 -0.13
H -2.523327 0.736459 -0.941231 1.165 0.512 -1.174 0.10
H -1.063040 -1.805608 1.338752 0.047 0.008 -0.323 0.07
H -1.194927 2.551649 -0.054057 -0.292 -0.025 0.456 0.10
C 1.669427 0.677686 0.076721 0.375 1.237 -0.529 -0.14
H 0.046989 1.159230 -1.272585 0.328 0.895 -0.830 0.12
H -0.873542 -0.354001 2.217413 1.370 -0.323 -1.875 0.12
H 2.459278 -1.111075 -0.856607 -0.182 0.840 0.529 0.11
H 0.469282 -0.804122 -2.102923 -0.602 0.213 -0.191 0.10
C -0.404390 -0.920222 1.308330 -1.194 -1.179 1.991 -0.08
N -1.033913 1.673356 0.436708 1.031 1.409 -0.262 0.00
C 0.175124 1.050673 -0.212946 -0.220 -1.813 -0.416 -0.27
C -1.875959 0.588925 -0.074027 0.645 -1.465 -0.816 -0.13
H 0.598155 -1.360003 1.501718 -0.653 0.821 0.178 0.08
H -2.692471 0.252798 0.518861 -0.054 -0.494 1.806 0.08
C -0.510933 -0.315072 -0.079164 -0.705 0.509 -0.581 -0.36
N 1.649558 -0.743983 -0.346589 1.322 -0.806 -0.545 -0.12
H 1.803676 0.881918 1.155672 0.413 -0.767 -0.257 0.11
H 2.545844 1.189407 -0.496381 -1.858 -0.234 0.915 0.13
H 0.326689 -2.209697 -1.048686 -0.138 -0.465 0.170 0.10
```
Positions in Å, forces in eV/Å.

Its structure (SMILES) is C[C@]12CNC[C@@H]1NC2. Its spin multiplicity is 1. Its charge is 0. For the HOMO energy, the calculation gives -8.46 eV. The maximum force is 2.604 eV/A.

5.
# C6H12N2

A molecular structure, C6H12N2 (ωB97M-V with the def2-TZVPD basis set, OMol25).

```
20
Properties=species:S:1:pos:R:3:forces:R:3:lowdin_charge:R:1
C 0.360102 -1.515448 -0.384221 -1.448 -1.409 -1.372 -0.11
C 1.186606 1.914539 -0.644307 -4.394 -2.664 1.401 -0.23
H 1.569297 0.400805 1.663052 0.384 -0.413 -0.209 0.06
C 0.904875 -0.456760 1.766110 0.060 0.267 -1.011 -0.06
H -0.846558 1.651899 0.723111 0.870 -1.398 -0.669 0.14
H 0.489212 -2.583795 -0.101467 0.359 0.898 1.113 0.08
H -1.128539 -0.820713 0.965966 0.143 -0.064 0.422 0.13
H 1.407235 -1.416051 1.839393 0.515 0.088 -0.426 0.08
H 0.511292 -0.365246 2.721381 -1.296 0.490 1.830 0.05
H -0.523977 0.423956 -2.056714 -2.016 0.695 1.443 0.10
N 1.309768 3.183371 -0.009852 0.450 0.162 0.786 0.08
C -1.280250 0.889094 -1.228661 0.156 -0.818 -5.274 -0.17
H -1.431514 1.933236 -1.717517 0.070 -1.526 1.410 0.09
H 1.301028 -1.149860 -0.759799 0.367 -0.074 -0.626 0.07
H 1.295064 1.879686 -1.703096 0.580 -0.333 -0.695 0.08
H -2.294678 0.284481 -1.417990 2.215 1.173 1.172 0.12
C -0.440228 0.859164 -0.014651 2.010 3.705 0.916 -0.25
N 2.140560 2.333988 0.325528 0.349 0.721 -0.144 0.08
H -0.376766 -1.795879 -1.206871 0.814 1.371 0.478 0.09
C -0.136426 -0.483398 0.638588 -0.189 -0.871 -0.545 -0.42
```
Positions in Å, forces in eV/Å.

Its spin multiplicity is 1. Its charge is 0. For the HOMO energy, the calculation gives -9.37 eV. The maximum force is 5.340 eV/A.

Calculated orbital gap, 0.3159; 0.3306; 0.3169; 0.3478; 0.3645 hartree (same order as the records).
Calculated relative energy (zero: lowest compared OMol25 entry of this formula, charge and spin), 149.78; 3.45; 81.47; 84.19; 115.69 kcal per mole (same order as the records).
Calculated DFT total energy, -9390.3547; -9396.7003; -9393.3170; -9393.1988; -9391.8329 eV (same order as the records).